<w>
Computed, not measured: a structure of composition C10H13O3, with ωB97M-V/def2-TZVPD.

Last column: Mulliken charge in e.
Atoms and positions in Å:
C: -0.62726 1.65307 -1.68955  0.089
C: 0.70731 2.19910 -2.09859  -0.969
C: -1.26491 0.68160 -2.74417  0.465
O: -2.22697 1.26643 -3.20277  -0.704
O: -0.62064 -0.34515 -3.08389  -0.762
H: -0.37905 1.03751 -0.73809  -0.199
H: -1.32704 2.33072 -1.39939  0.573
H: 1.13894 1.83691 -3.22097  0.194
H: 1.56864 1.85668 -1.42397  0.208
H: 0.74901 3.33086 -2.06846  0.268
C: -0.94069 -1.31313 3.48924  -1.657
C: 1.83168 -0.65956 0.99753  -0.643
C: 1.19319 -0.75612 2.24389  -0.397
C: 1.09626 -0.66448 -0.17123  0.462
C: -0.19227 -0.89985 2.21591  0.933
C: -0.35443 -1.07964 -0.16419  -0.453
C: -1.04073 -1.09231 1.05166  -0.535
O: 1.52740 -0.59893 -1.34070  -0.732
H: 2.93220 -0.34142 0.82608  0.197
H: 1.97460 -0.79285 3.04271  0.255
H: 0.68516 -0.70939 -2.24755  0.527
H: -0.89713 -1.25144 -1.10063  0.511
H: -0.88878 -2.41456 3.57537  0.290
H: -1.97413 -1.14928 3.59981  0.427
H: -2.13598 -1.21684 1.23943  0.294
H: -0.53438 -0.90792 4.41252  0.357

Output
**Kohn-Sham gap**: 7.5730 eV
**Net charge**: -1
**LUMO**: 3.4 eV



<x>
Computed, not measured: a cluster of 2 separate species, C10H13O3 in total, with ωB97M-V/def2-TZVPD.

Last column: Mulliken charge in e.
Atoms and positions in Å:
C: 2.28126 -0.74335 -2.39597  -0.435
C: 1.71320 -1.75917 -1.40961  -0.732
C: 3.41482 0.12110 -1.69549  0.503
O: 4.13862 -0.48224 -0.91706  -0.693
O: 3.42318 1.36214 -1.93041  -0.766
H: 2.71504 -1.32170 -3.20066  0.242
H: 1.40291 -0.24575 -2.57584  0.285
H: 1.27796 -1.44489 -0.39186  -0.029
H: 2.52315 -2.34590 -1.05435  0.432
H: 0.82385 -2.46454 -1.68516  0.224
C: -2.07386 -1.36077 -0.40918  -1.215
C: -0.63187 -0.10778 1.41540  -0.197
C: -1.83390 -0.18272 0.59389  0.354
C: -0.16397 0.99312 2.16433  -0.648
C: -1.16696 1.98443 2.11182  0.603
C: -2.59407 0.90485 0.60925  -0.039
C: -2.40792 1.97919 1.49775  -0.812
O: -0.75539 3.08901 2.81385  -0.620
H: 0.13095 -0.86908 1.54206  0.236
H: 0.72222 0.90274 2.76774  0.373
H: -1.29384 -2.05151 -0.52214  0.291
H: -2.20055 -0.94010 -1.42194  0.316
H: -3.40818 1.01598 -0.21000  0.237
H: 0.16271 3.42040 2.49006  0.362
H: -3.14225 2.56897 1.84973  0.485
H: -3.05712 -2.02242 -0.03620  0.240

Output
**Kohn-Sham gap**: 6.8891 eV
**Net charge**: -1
**LUMO**: 3.0 eV



<w> comes first in stability; the runner-up is 9.9 kcal/mol higher.



<w>
Computed, not measured: a structure of composition C6H9ClS, with ωB97M-V/def2-TZVPD.

Last column: Mulliken charge in e.
Atoms and positions in Å:
C: 0.54344 0.71952 -0.40383  -0.128
C: 1.24890 -0.53701 -0.98325  -0.312
C: 1.31486 -1.49991 0.22039  -0.854
C: -0.13204 -1.31077 0.76230  -0.874
C: -0.62102 -0.33399 -0.23808  0.468
C: -0.13834 -0.90886 -1.57625  -0.623
H: 1.45485 0.61543 1.82150  0.063
H: 0.32130 1.42711 -1.20456  0.313
H: 2.13512 -0.39849 -1.60864  0.463
H: 2.07451 -1.15483 0.96918  0.297
H: 1.55531 -2.56242 -0.11441  0.324
H: -0.72227 -2.24209 0.77939  0.330
H: -0.11557 -0.87991 1.76139  0.322
H: -0.25783 -1.97385 -1.76382  0.282
H: -0.42227 -0.35483 -2.41964  0.333
S: 1.17838 1.67047 1.00663  -0.179
Cl: -2.24541 0.23662 -0.05966  -0.225

Output
**Kohn-Sham gap**: 9.9262 eV
**LUMO**: 0.8 eV



<x>
Computed, not measured: a structure of composition C6H9ClS, with ωB97M-V/def2-TZVPD.

Last column: Mulliken charge in e.
Atoms and positions in Å:
C: -0.18086 -1.00822 -0.79770  -0.235
C: -0.53802 0.48260 -0.80967  -0.002
C: -0.82978 1.01515 0.54747  -1.528
C: 0.21670 0.03292 1.35398  -0.847
C: 0.90057 -0.52882 0.09546  0.490
C: 0.95326 0.65922 -1.01907  -0.624
H: -1.80073 -1.01141 0.96077  0.057
H: 0.23455 -1.44894 -1.68151  0.365
H: -1.10632 0.70512 -1.65927  0.516
H: -1.69669 0.74532 0.86001  0.615
H: -0.59994 2.00311 0.69502  0.414
H: 1.09249 0.44886 1.93090  0.318
H: -0.28216 -0.63294 2.04496  0.326
H: 1.44607 1.65482 -0.62055  0.256
H: 1.25713 0.23256 -1.95624  0.326
S: -1.54368 -1.97860 -0.05857  -0.216
Cl: 2.47738 -1.37076 0.11403  -0.230

Output
**Kohn-Sham gap**: 9.7916 eV
**LUMO**: 0.8 eV



<y>
Computed, not measured: an isolated molecule of C6H9ClS, with ωB97M-V/def2-TZVPD.

Last column: Mulliken charge in e.
Atoms and positions in Å:
C: -0.11507 0.03681 0.82124  -0.638
C: 2.33502 -0.37154 0.05324  -0.033
C: 0.00736 1.07901 -0.23313  -0.304
C: 1.02763 2.02351 0.12753  -0.566
C: -1.98614 -1.35230 -0.48857  -0.864
C: -0.91245 -1.17481 0.67874  -0.165
S: 2.66438 1.29169 -0.12834  -0.090
Cl: 3.71559 -1.36447 -0.14441  -0.122
H: 0.12327 0.71468 -1.31817  0.233
H: -1.11203 1.42626 -0.15506  0.308
H: 1.05751 2.82894 -0.54477  0.445
H: 1.03824 2.27582 1.20120  0.391
H: -1.94770 -2.50270 -0.68015  0.287
H: -1.47828 -0.70496 -1.24698  0.208
H: -2.89534 -0.90793 -0.10727  0.295
H: -0.03308 -2.01637 0.64687  0.242
H: -1.48890 -1.28164 1.51803  0.374

Output
**Kohn-Sham gap**: 7.1448 eV
**LUMO**: -0.3 eV



<w> comes first in stability; the runner-up is 45.3 kcal/mol higher.



<w>
Computed, not measured: a cluster of 7 separate species, C4H20NO7S in total, with ωB97M-V/def2-TZVPD.

Last column: Mulliken charge in e.
Atoms and positions in Å:
C: -1.08256 0.65455 1.21887  0.025
N: -0.56810 0.58192 2.55642  -0.155
C: -0.03776 -0.62690 3.08356  -0.029
O: 0.59757 -0.66350 4.12355  -0.577
C: -2.17994 1.63561 0.94204  -0.343
C: -2.79298 1.11110 -0.28139  -0.946
S: -1.38946 1.23184 -1.59851  -0.665
H: -0.30775 0.86633 0.46591  -0.200
H: -1.40923 -0.35641 0.94682  0.119
H: -0.84171 1.30286 3.22584  0.273
H: -0.22568 -1.51329 2.46669  0.378
H: -2.97851 1.51289 1.70776  0.352
H: -1.78033 2.67521 0.77314  0.173
H: -3.17046 0.02714 -0.26460  0.270
H: -3.62087 1.56175 -0.63809  0.506
H: -1.55918 -0.96551 -2.66228  0.196
H: -0.43905 -2.07720 -2.72911  0.280
O: -1.33206 -1.91354 -2.54677  -0.595
H: 1.31150 2.28032 -2.32459  0.293
H: 0.72258 3.21790 -1.40613  0.298
O: 1.54089 2.65509 -1.50113  -0.600
H: 2.72673 -0.33685 2.01689  0.318
H: 3.46794 -1.12731 1.00424  0.388
O: 3.47558 -0.94985 1.96391  -0.640
H: 1.47045 0.22433 -0.37894  0.296
H: 2.95244 0.33260 0.15849  0.318
O: 2.41073 -0.20810 -0.46120  -0.736
H: 3.32837 -0.76503 -2.30321  0.309
H: 1.86807 -0.62053 -2.87387  0.300
O: 2.82322 -0.59696 -3.12085  -0.652
H: -1.41589 -2.50758 -0.66607  0.396
H: -2.02075 -3.66409 -1.30297  0.294
O: -1.42982 -3.38520 -0.62165  -0.642

Output
**Kohn-Sham gap**: 6.9297 eV
**Net charge**: -1
**LUMO**: 3.1 eV



<x>
Computed, not measured: a cluster of 7 separate species, C4H20NO7S in total, with ωB97M-V/def2-TZVPD.

Last column: Mulliken charge in e.
Atoms and positions in Å:
C: 0.57831 0.48640 -1.09706  -0.065
N: 2.06330 0.25194 -1.27919  0.092
C: 2.97172 0.58858 -0.22860  -0.048
O: 4.16955 0.52233 -0.36208  -0.582
C: 0.16135 1.83240 -1.06585  -0.066
C: -1.28666 2.15400 -0.70671  -1.017
S: -2.42549 0.82715 0.16018  -0.606
H: 0.00562 -0.19786 -1.94166  0.344
H: 0.19321 -0.00084 -0.09663  -0.154
H: 2.31399 0.10450 -2.20101  0.200
H: 2.39861 0.82471 0.68047  0.179
H: 0.84920 2.41192 -0.26919  0.033
H: 0.22102 2.21108 -2.15307  0.110
H: -1.49924 2.89409 0.00642  0.400
H: -1.89872 2.30691 -1.56043  0.359
H: -1.72943 0.71682 3.04921  0.337
H: -2.37047 -0.36681 2.41440  0.234
O: -2.24362 -0.01566 3.25947  -0.673
H: -2.62260 -0.55471 -2.10865  0.224
H: -2.04090 -0.40523 -3.42023  0.228
O: -1.88622 -0.71877 -2.61945  -0.515
H: 3.10937 -1.69631 0.65765  0.299
H: 1.74410 -2.28862 0.12364  0.363
O: 2.73259 -2.34904 0.15980  -0.666
H: -0.80462 -1.29032 -0.49370  0.258
H: -0.67158 -2.90230 -0.85835  0.224
O: -0.40289 -2.22291 -0.25817  -0.630
H: -1.29613 -2.38764 1.21433  0.390
H: -1.84532 -2.12367 2.58880  0.341
O: -1.92764 -2.81828 1.90296  -0.710
H: 0.55849 2.01219 2.04820  0.322
H: 1.64600 0.83357 1.88911  0.440
O: 1.23509 1.36040 2.56539  -0.645

Output
**Kohn-Sham gap**: 6.8181 eV
**Net charge**: -1
**LUMO**: 2.8 eV



<w> comes first in stability; the runner-up is 24.5 kcal/mol higher.